C34H38BrN9OS2Sn as an isolated structure at a distorted geometry. Source: the OMol25 dataset; level of theory: the ωB97M-V functional and the def2-TZVPD basis.

Structure (XYZ):
```
86
Properties=species:S:1:pos:R:3:forces:R:3
Sn -0.0706 -0.4389 -0.5586 -0.803 0.256 -0.080
N -2.2696 -1.6135 -0.0474 0.015 0.023 0.150
C -2.3000 -3.0733 0.1556 -0.071 -0.129 -0.052
C -1.9776 -3.8326 -1.1233 0.229 0.246 0.104
C -0.5268 -3.7161 -1.5756 -0.295 -0.160 0.109
N -0.1820 -2.3641 -2.0525 0.171 0.357 0.041
H -2.5798 -1.1653 0.8139 0.052 0.088 -0.044
H -2.9530 -1.3599 -0.7566 0.011 0.073 0.028
H -3.2831 -3.3878 0.5159 0.052 -0.005 0.052
H -1.5705 -3.3187 0.9297 -0.028 -0.012 0.031
H -2.6413 -3.4905 -1.9260 -0.064 -0.134 -0.011
H -2.1830 -4.8882 -0.9430 -0.082 -0.001 -0.109
H -0.3461 -4.4479 -2.3684 0.070 0.040 0.044
H 0.1272 -3.9622 -0.7371 0.057 0.012 -0.097
H -0.7501 -2.0952 -2.8507 -0.040 0.014 -0.193
H 0.7686 -2.3809 -2.4149 0.022 0.122 0.005
C 2.5587 -0.5683 4.1040 -0.074 0.118 -0.131
C 1.7106 0.5309 4.7098 0.046 -0.251 0.206
C 0.9872 0.0347 5.9510 -0.036 0.194 -0.036
C 2.9476 2.2323 6.2298 -0.121 0.003 0.036
C 0.7468 1.2937 3.7839 -0.139 -0.713 -1.048
C 0.7949 3.6542 4.6332 -0.116 -0.807 -0.356
C -0.3949 3.8926 3.8079 -0.313 0.003 -0.155
C -0.0892 3.9103 2.3351 0.255 0.252 -0.374
S -1.6864 4.0178 1.5311 0.524 -0.710 0.400
C -1.0323 2.7475 0.3264 0.423 0.116 0.254
N 0.1262 2.3025 0.6677 0.016 -0.234 -0.470
C 0.6005 2.8539 1.8390 -0.236 0.930 0.283
C 1.4890 2.0821 2.7513 -0.778 -0.717 0.041
C -1.9036 2.3281 -0.7255 -0.420 -0.357 -0.611
C -2.9616 3.1957 -1.0788 0.381 -0.157 0.121
C -3.8057 2.8732 -2.1114 -0.131 0.028 -0.116
C -3.6119 1.6739 -2.7874 -0.123 0.055 -0.048
C -2.6009 0.8035 -2.4120 0.194 -0.268 0.192
C -1.7087 1.0704 -1.3703 0.234 0.259 0.309
H 3.2716 -0.9147 4.8527 0.001 -0.008 -0.002
H 3.1226 -0.2226 3.2383 -0.028 -0.024 -0.018
H 1.9183 -1.3981 3.8154 -0.006 -0.097 -0.053
H 1.7067 -0.2982 6.6977 0.006 0.013 0.017
H 0.3608 -0.8138 5.6786 -0.017 0.017 -0.026
H 0.3472 0.8021 6.3891 -0.002 0.000 0.031
H 3.6606 1.5065 6.6134 0.017 0.024 0.003
H 2.1341 2.3443 6.9591 -0.018 0.024 -0.016
H 3.4540 3.1917 6.1181 0.044 -0.021 0.052
H 0.9453 4.1634 5.5755 -0.013 0.002 0.039
H -1.0167 4.7194 4.1405 0.059 0.000 0.062
H 2.4053 1.6737 2.3440 0.186 0.152 0.322
H -3.0946 4.1318 -0.5507 -0.100 0.039 -0.085
H -4.6110 3.5375 -2.3909 -0.002 0.012 -0.002
H -4.2776 1.4184 -3.6030 0.013 -0.042 -0.010
H -2.4996 -0.1352 -2.9486 -0.073 0.006 -0.063
Br 4.8634 -5.7333 1.6127 -0.147 0.203 -0.068
C 3.7695 -4.2926 1.0688 0.079 -0.086 0.039
C 2.4900 -4.1550 1.5872 0.048 -0.088 0.062
C 1.7278 -3.0881 1.1444 0.062 0.121 0.060
N 2.1570 -2.1957 0.2561 0.259 -0.195 -0.148
C 3.3921 -2.3373 -0.2247 -0.077 -0.024 0.074
C 4.2403 -3.3657 0.1506 0.074 -0.113 0.020
H 2.1064 -4.8574 2.3138 -0.023 0.007 -0.012
H 0.7232 -2.9224 1.5281 0.018 -0.058 0.060
H 3.7091 -1.5856 -0.9402 0.072 -0.054 -0.020
H 5.2357 -3.4528 -0.2605 0.000 0.034 -0.022
O -0.8376 -0.8379 3.2316 0.529 0.179 0.190
N -1.4186 0.2419 3.3666 -1.228 -0.433 -0.565
C -0.7266 1.3308 3.7363 0.674 0.944 0.686
C 1.5753 2.6115 4.2248 1.013 1.109 0.943
N 2.4959 1.8112 4.9244 0.235 0.060 -0.306
C -1.2777 2.6207 3.4821 0.309 -0.526 0.005
N -2.2280 2.8289 2.5765 -1.032 0.408 0.163
C -0.0213 2.5945 -7.3996 0.092 0.094 0.016
C -0.1885 1.4216 -6.5009 -0.088 -0.063 -0.046
C -0.9367 0.3156 -6.7977 -0.015 -0.067 0.046
C -1.0479 -0.6926 -5.8267 0.088 0.230 0.061
N -0.4684 -0.5887 -4.6360 -0.043 -0.290 0.217
C 0.2896 0.4743 -4.3448 0.056 0.174 -0.158
S 1.1453 0.7041 -2.9058 0.234 -0.139 0.098
N 0.4201 1.4579 -5.2941 -0.135 -0.098 -0.037
C -1.8575 -1.9168 -6.0960 0.001 0.004 -0.053
H -0.4640 2.4005 -8.3718 0.025 -0.009 -0.013
H 1.0345 2.8375 -7.5268 -0.001 -0.010 -0.041
H -0.5123 3.4673 -6.9641 -0.005 -0.008 0.001
H -1.4307 0.2203 -7.7523 0.018 0.048 -0.024
H 1.0103 2.2433 -5.0506 -0.023 0.020 0.027
H -1.8838 -2.1299 -7.1625 -0.039 -0.054 0.004
H -2.8864 -1.7561 -5.7638 0.007 0.014 0.007
H -1.4550 -2.7740 -5.5600 0.012 0.031 0.008
```
Forces are in eV/Å.

The calculation puts the molecular weight at 851.49 g mol⁻¹. Its strongest force on any atom is 1.77 eV Å⁻¹. As for the charge: +2. Its gap between HOMO and LUMO is 5.49 eV. Its HOMO energy is -12.27 eV. The total energy comes out at -5470.3680 Eh. The relative energy (zero: lowest compared OMol25 entry of this formula, charge and spin) comes out at 8.3194 eV.